{"formula": "CH6NP", "method": "wB97M-V/def2-TZVPD", "e_lumo_ev": [-0.06, -0.16], "fmax_ev_per_a": 6.25, "relative_energy_kcal_mol": 75.3, "orbital_gap_ev": [9.18, 7.33], "symbols": ["H", "H", "N", "H", "H", "H", "C", "P", "H"], "coordinates": [[0.81334, 0.63102, -1.47447], [-0.71985, -0.49352, 2.38108], [-0.14403, -0.50872, 1.49596], [1.14624, -0.88600, -0.89351], [0.74302, -0.33188, 1.71549], [-0.98755, 2.70831, -0.06372], [0.29415, -0.34647, -1.20361], [-1.03418, 0.07022, 0.13232], [-0.11114, -0.84296, -2.08955]], "forces_ev_per_angstrom": [[-1.10, -0.97, -0.16], [0.88, -0.02, -1.48], [-6.24, -0.37, 0.15], [0.57, -1.18, 0.99], [4.49, 0.93, 0.54], [0.08, -1.19, 0.12], [-0.31, 2.60, -0.07], [1.79, -0.13, -0.25], [-0.17, 0.34, 0.16]], "nbo_charge": [0.240, 0.389, -1.124, 0.227, 0.373, -0.170, -0.969, 0.798, 0.236]}